Model w:
Here is the molecule CH2NP3 from the Open Molecules 2025 dataset. Energies are from wB97M-V/def2-TZVPD.

Element x y z (Å)
1 C 1.07 -1.55 0.27
2 P 1.26 -0.26 1.16
3 P 0.13 1.61 1.22
4 P -0.94 0.91 -0.51
5 N -1.12 -0.25 -1.43
6 H 1.28 -2.69 0.17
7 H -1.68 2.23 -0.87

Summary:
**Spin multiplicity**: 1
**HOMO-LUMO gap**: 0.242 Eh
**Molar mass**: 121.0 g mol⁻¹
**Total charge**: 0
**HOMO level**: -8.750 eV
**SMILES**: C#P=P[PH]#N



Model x:
Here is the molecule CH2NP3 from the Open Molecules 2025 dataset. Energies are from wB97M-V/def2-TZVPD.

Element x y z (Å)
1 C -0.04 -1.17 -0.04
2 N 0.10 -2.20 -0.65
3 P -1.99 -1.91 -2.77
4 P -2.23 -0.07 -2.10
5 P -1.27 0.25 -0.18
6 H 0.52 -0.87 0.86
7 H -0.35 1.19 -0.65

Summary:
**Spin multiplicity**: 1
**HOMO-LUMO gap (alpha / beta)**: 0.253 / 0.280 Eh
**Molar mass**: 121.0 g mol⁻¹
**Total charge**: 0
**HOMO level (alpha / beta)**: -8.119 / -9.016 eV



Which structure is the least stable? The one labeled model w.



Model w:
Here is an isolated ion of composition C6H12NO2 and charge +1 from the Open Molecules 2025 dataset. Energies are from wB97M-V/def2-TZVPD.

Element x y z (Å)
1 C -1.59 -2.84 -0.84
2 O -1.11 -1.53 -0.82
3 C -0.06 -1.33 -0.10
4 O 0.48 -2.02 0.73
5 C 0.37 0.20 -0.14
6 C 0.25 1.00 -1.50
7 N 1.59 0.45 0.68
8 C 0.27 0.79 1.21
9 C 0.09 2.24 1.39
10 H -2.69 -2.79 -0.95
11 H -1.22 -3.22 0.10
12 H -1.09 -3.34 -1.66
13 H -0.15 2.01 -1.28
14 H -0.66 0.57 -1.98
15 H 1.06 0.98 -2.16
16 H 2.12 1.21 0.22
17 H 2.16 -0.41 0.96
18 H -0.05 0.09 1.98
19 H 0.15 2.75 0.46
20 H 0.89 2.65 1.91
21 H -0.82 2.53 1.79

Summary:
**Spin multiplicity**: 1
**HOMO-LUMO gap**: 0.442 Eh
**Molar mass**: 130.2 g mol⁻¹
**Total charge**: +1
**HOMO level**: -15.013 eV
**SMILES**: COC(=O)[C@]1(C)[NH2+][C@H]1C



Model x:
Here is C6H12NO2 as an isolated structure from the Open Molecules 2025 dataset. Energies are from wB97M-V/def2-TZVPD.

Element x y z (Å)
1 C -1.93 0.23 0.23
2 C -0.86 -0.84 0.42
3 C -3.08 -0.14 -0.67
4 C 1.06 0.85 1.38
5 C 1.10 0.51 -1.14
6 C 1.91 -1.08 0.18
7 N 0.90 -0.01 0.19
8 O -1.87 1.30 0.75
9 O -0.84 -1.99 0.49
10 H -2.64 -0.40 -1.70
11 H -3.63 -0.77 -0.08
12 H -3.75 0.68 -0.98
13 H 1.22 0.46 2.36
14 H 1.97 1.29 1.09
15 H 0.40 1.71 1.32
16 H 1.75 1.35 -1.15
17 H 1.36 -0.13 -1.96
18 H 0.25 1.13 -1.45
19 H 1.54 -1.95 -0.11
20 H 2.82 -0.92 -0.45
21 H 2.32 -1.28 1.27

Summary:
**Spin multiplicity**: 1
**HOMO-LUMO gap**: 0.344 Eh
**Molar mass**: 130.2 g mol⁻¹
**Total charge**: +1
**HOMO level**: -14.500 eV



Which structure is the least stable? The one labeled model x.



Model w:
Here is a 2-piece molecular cluster, C5H10N3O overall from the Open Molecules 2025 dataset. Energies are from wB97M-V/def2-TZVPD.

Element x y z (Å)
1 C -1.32 -2.52 1.77
2 C 2.04 -0.78 -0.85
3 C -0.21 -0.07 -1.34
4 C -1.06 0.99 -0.65
5 C 0.71 0.46 0.70
6 N -0.84 -1.53 2.27
7 N 0.95 -0.19 -0.46
8 N -0.72 0.80 0.77
9 O -1.81 -3.30 1.10
10 H 2.86 -0.88 -0.17
11 H 2.12 -1.14 -1.86
12 H -0.72 -1.03 -1.39
13 H 0.09 0.22 -2.35
14 H -0.73 1.99 -0.95
15 H -2.13 0.89 -0.84
16 H 1.21 0.17 1.60
17 H -0.44 -1.45 3.18
18 H -0.87 1.65 1.32
19 H -1.24 0.01 1.23

Summary:
**Spin multiplicity**: 3
**HOMO-LUMO gap (alpha / beta)**: 0.236 / 0.390 Eh
**Molar mass**: 128.2 g mol⁻¹
**Total charge**: +1
**HOMO level (alpha / beta)**: -9.584 / -15.339 eV



Model x:
Here is an isolated ion of composition C5H10N3O and charge +1 from the Open Molecules 2025 dataset. Energies are from wB97M-V/def2-TZVPD.

Element x y z (Å)
1 C -1.98 0.65 0.66
2 C -0.51 0.98 0.32
3 C -1.84 -0.64 -0.15
4 C 0.60 -1.02 -1.00
5 C 1.91 -0.81 -0.25
6 N -2.68 1.26 1.52
7 N -0.47 -0.20 -0.53
8 N 0.43 1.83 0.59
9 O 2.46 0.42 -0.65
10 H -1.88 -1.54 0.56
11 H -2.47 -0.92 -1.04
12 H 0.81 -0.96 -2.04
13 H 0.32 -2.07 -0.74
14 H 2.51 -1.63 -0.40
15 H 1.72 -0.82 0.81
16 H -3.62 0.81 1.63
17 H 0.09 2.69 1.14
18 H 1.23 1.67 -0.01
19 H 3.38 0.31 -0.43

Summary:
**Spin multiplicity**: 3
**HOMO-LUMO gap (alpha / beta)**: 0.285 / 0.221 Eh
**Molar mass**: 128.2 g mol⁻¹
**Total charge**: +1
**HOMO level (alpha / beta)**: -10.531 / -13.882 eV



Which structure is the least stable? The one labeled model x.